(1)
The following is a DFT calculation (wB97M-V/def2-TZVPD) of a single C5H11NO2 molecule.

The total energy comes out at -402.255581 Ha. The molecular weight is 117.15 u. The HOMO-LUMO gap comes out at 10.07 eV. As for the LUMO energy: 0.5138 eV. As for the SMILES: CC[C@@H](C=O)NCO. The energy above the lowest of the compared OMol25 structures with the same formula, charge and spin is 321.8 kJ/mol. The value obtained for the max |F| is 6.0 eV Å⁻¹.

Positions of all 19 atoms, in Å:
C (0.292, -1.184, -2.616)
C (0.869, -0.426, -1.468)
C (-0.020, -0.386, -0.248)
C (0.202, -1.503, 0.675)
O (-0.624, -2.161, 1.395)
N (0.360, 0.868, 0.296)
C (-0.655, 1.453, 1.171)
O (-0.496, 2.857, 1.313)
H (-0.088, -2.147, -2.405)
H (0.807, -1.284, -3.572)
H (-0.646, -0.599, -3.097)
H (1.169, 0.523, -1.860)
H (1.976, -0.669, -1.267)
H (-1.094, -0.349, -0.606)
H (1.281, -1.885, 0.694)
H (0.666, 1.584, -0.432)
H (-1.630, 1.327, 0.790)
H (-0.445, 1.045, 2.108)
H (0.310, 3.093, 0.825)

(2)
The following is a DFT calculation (wB97M-V/def2-TZVPD) of a molecular structure, C10H19N2OP.

The total energy comes out at -918.290982 Ha. The molecular weight is 214.25 u. The HOMO-LUMO gap comes out at 7.82 eV. As for the LUMO energy: 0.3353 eV. The energy above the lowest of the compared OMol25 structures with the same formula, charge and spin is 636.4 kJ/mol. The value obtained for the max |F| is 5.7 eV Å⁻¹.

Positions of all 33 atoms, in Å:
C (-2.200, 0.996, -0.586)
C (-2.144, -0.146, 0.268)
C (-3.470, 0.472, -1.085)
C (2.583, -2.776, 0.505)
C (1.504, 3.222, 0.372)
C (-4.438, -0.965, 0.750)
C (3.109, -1.480, -0.234)
C (0.893, 2.035, -0.500)
C (1.974, -0.801, -1.074)
C (1.055, 0.866, 0.489)
N (-3.392, -0.738, -0.209)
N (0.906, -0.375, -0.163)
O (-1.300, -0.928, 1.247)
P (-0.510, -1.220, -0.097)
H (-4.237, 1.203, -0.658)
H (-3.392, 0.283, -2.145)
H (3.401, -3.218, 0.991)
H (1.981, -2.512, 1.295)
H (2.099, -3.534, -0.120)
H (1.308, 4.040, -0.257)
H (1.012, 3.241, 1.323)
H (2.557, 2.947, 0.615)
H (-4.736, -0.033, 1.211)
H (-5.292, -1.434, 0.161)
H (-3.992, -1.692, 1.353)
H (3.871, -1.694, -0.953)
H (3.417, -0.747, 0.559)
H (1.507, 1.937, -1.473)
H (-0.139, 2.177, -0.642)
H (2.496, 0.239, -1.390)
H (1.498, -1.234, -1.877)
H (1.943, 1.000, 1.120)
H (0.128, 0.869, 1.206)

(3)
The following is a DFT calculation (wB97M-V/def2-TZVPD) of a single C2BrF3O molecule.

The total energy comes out at -3024.810414 Ha. The molecular weight is 176.92 u. The HOMO-LUMO gap (alpha / beta) comes out at 6.53 / 6.68 eV. As for the LUMO energy (alpha / beta): 0.7101 / -4.7478 eV. As for the spin multiplicity: 3. The energy above the lowest of the compared OMol25 structures with the same formula, charge and spin is 216.0 kJ/mol. The value obtained for the max |F| is 6.6 eV Å⁻¹.

Positions of all 7 atoms, in Å:
C (-0.677, -0.271, -0.329)
C (0.588, 0.101, 0.259)
O (0.404, 0.081, -1.137)
F (-1.619, 0.678, -0.228)
F (-1.112, -1.497, -0.351)
F (1.302, -0.885, 0.747)
Br (1.115, 1.793, 1.037)